# 1
This record from the Open Molecules 2025 dataset describes a structure of composition C49H61BrN4OPbSiTe in a non-equilibrium geometry. The level of theory is ωB97M-V with the def2-TZVPD basis set.

```
119
Properties=species:S:1:pos:R:3:forces:R:3:lowdin_charge:R:1
Pb 8.340 -18.964 -14.037 -0.509 0.213 -0.594 1.19
Te 6.426 -21.334 -15.357 0.050 -0.053 0.223 1.22
Br 10.317 -21.627 -13.822 0.170 -0.041 -0.128 0.79
Si 9.211 -14.991 -16.297 -0.385 0.887 -1.117 0.69
O 8.711 -19.766 -12.098 -2.214 -0.128 -0.353 -0.38
N 9.926 -16.155 -13.789 -0.389 -0.417 0.265 -0.21
N 1.632 -19.227 -12.511 -1.535 0.180 -0.644 0.13
N 6.062 -18.776 -13.157 2.537 0.913 -1.271 0.03
N 4.776 -21.075 -9.860 0.065 -0.080 0.335 0.13
C 10.589 -12.466 -16.942 0.073 -0.606 -1.906 -0.10
C 2.728 -19.507 -12.368 1.904 -0.150 1.128 -0.24
C 10.275 -19.292 -10.381 -0.039 -0.745 0.197 -0.07
C 7.515 -22.928 -16.300 -1.491 -0.560 1.168 -0.42
C 8.581 -24.994 -15.470 -1.356 0.554 -0.984 -0.06
C 10.972 -13.073 -19.602 -0.407 0.604 -1.106 -0.09
C 14.392 -20.984 -9.139 -0.622 -0.329 0.849 -0.06
C 7.323 -24.792 -12.987 1.117 -0.037 1.859 -0.03
C 7.892 -18.212 -9.883 0.919 1.021 -2.138 -0.05
C 12.625 -20.021 -10.731 0.551 -0.421 1.195 -0.17
C 10.208 -17.432 -17.354 -1.038 1.512 -0.326 -0.11
C 12.317 -16.612 -13.052 -0.224 -2.093 -0.006 -0.13
C 11.391 -11.803 -19.180 0.112 -1.953 1.367 -0.07
C 9.160 -19.481 -8.165 -2.138 0.957 -1.379 -0.02
C 10.153 -13.719 -17.399 -0.751 -0.555 0.115 -0.21
C 4.414 -20.461 -10.765 -0.258 -0.039 -0.507 -0.25
C 9.865 -19.955 -11.573 2.895 0.096 0.358 -0.45
C 15.044 -20.278 -11.455 0.523 -0.392 -0.055 -0.07
C 6.714 -15.318 -15.077 -0.470 -0.361 0.748 -0.26
C 14.452 -18.539 -9.783 1.633 -2.136 -0.562 -0.03
C 7.484 -14.376 -15.988 0.303 -1.414 -0.023 -0.22
C 11.602 -19.473 -9.956 -0.078 1.594 0.499 0.01
C 9.305 -18.561 -9.410 -0.173 -0.874 0.716 -0.51
C 4.072 -19.760 -11.952 0.049 0.101 -0.281 -0.27
C 9.900 -17.294 -8.872 -2.914 4.288 -1.128 -0.07
C 10.179 -18.584 -18.086 1.646 -1.399 -0.173 -0.09
C 8.679 -26.011 -14.575 0.830 -0.686 1.543 -0.07
C 7.872 -17.137 -17.676 -0.735 -0.620 -0.524 -0.09
C 10.882 -20.711 -12.255 -0.505 1.203 1.023 -0.56
C 11.190 -11.565 -17.804 0.129 0.829 -0.782 -0.09
C 14.123 -20.005 -10.240 -0.212 1.014 -1.839 -0.52
C 5.220 -14.996 -14.935 0.052 0.082 0.824 -0.41
C 7.865 -18.356 -18.416 -0.555 1.328 0.934 -0.08
C 8.107 -25.885 -13.279 -0.294 0.343 -2.503 -0.06
C 9.035 -16.639 -17.152 1.489 -0.802 -0.019 -0.25
C 10.898 -15.040 -11.761 -0.098 0.578 -0.153 -0.18
C 12.222 -20.662 -11.884 -0.614 -0.729 -0.880 -0.09
C 6.346 -22.597 -13.600 -0.667 0.093 -0.657 -0.38
C 12.068 -15.958 -11.695 1.537 0.258 -1.128 -0.20
C 8.990 -19.102 -18.604 -0.040 0.182 0.520 -0.09
C 11.017 -17.097 -13.784 1.130 -0.610 -0.332 -0.25
C 4.936 -13.649 -14.252 1.433 0.277 0.836 -0.07
C 7.701 -23.947 -15.180 0.875 0.376 -1.004 -0.32
C 9.727 -15.769 -12.383 -0.811 0.479 0.052 -0.19
C 5.146 -19.212 -12.631 -2.230 -1.075 1.170 -0.24
C 4.525 -16.139 -14.197 -0.497 1.053 -2.622 -0.07
C 10.299 -13.963 -18.761 0.789 0.213 -0.481 -0.11
C 7.170 -23.794 -13.929 -0.758 0.355 -0.107 -0.32
C 10.254 -15.112 -14.801 0.134 -0.319 1.531 -0.21
H 13.002 -15.446 -11.492 0.134 0.612 0.220 0.11
H 7.066 -24.603 -11.922 -0.377 -0.269 -0.971 0.14
H 5.468 -13.620 -13.283 0.222 0.005 -0.310 0.09
H 9.313 -26.880 -14.739 -0.175 0.133 -0.234 0.11
H 14.133 -22.020 -9.325 0.009 -0.204 -0.578 0.09
H 7.503 -13.384 -15.634 -0.041 1.312 0.546 0.06
H 12.895 -21.174 -12.553 0.330 -0.008 0.119 0.09
H 3.931 -13.444 -13.917 -0.666 -0.302 -0.567 0.07
H 10.759 -18.046 -13.286 -0.224 0.231 0.171 0.06
H 8.198 -26.726 -12.666 0.224 -0.822 1.302 0.08
H 10.208 -14.145 -14.309 0.280 0.406 -0.051 0.09
H 12.914 -17.540 -12.898 -0.291 0.414 0.005 0.11
H 8.597 -20.337 -8.481 0.039 -0.881 0.069 0.09
H 8.472 -22.661 -16.643 1.121 0.754 -0.588 0.03
H 9.972 -14.864 -19.263 -0.183 -0.263 0.432 0.10
H 6.981 -14.360 -16.951 -0.131 0.152 -0.297 0.09
H 4.778 -14.917 -15.920 -0.077 -0.206 -0.523 0.13
H 14.030 -18.410 -8.827 -0.244 0.596 1.270 0.06
H 7.387 -17.672 -9.129 -0.497 0.504 1.142 0.07
H 7.142 -15.510 -14.075 0.071 0.981 -0.028 0.11
H 12.986 -16.002 -13.613 0.064 0.769 -0.923 0.09
H 10.660 -14.622 -10.795 -0.298 -0.026 0.448 0.11
H 8.788 -15.246 -12.206 -0.076 0.445 -0.507 0.12
H 8.839 -20.079 -19.047 0.654 0.093 -0.283 0.11
H 6.680 -22.076 -12.734 0.589 0.591 0.599 0.05
H 13.801 -20.735 -8.269 -0.370 0.259 0.366 0.08
H 14.849 -19.604 -12.310 0.107 -0.057 0.515 0.09
H 9.199 -16.762 -8.099 1.007 -1.265 -1.242 0.13
H 12.014 -11.188 -19.818 -0.403 0.296 0.068 0.10
H 11.046 -13.359 -20.669 0.164 0.236 0.715 0.11
H 15.403 -20.956 -8.783 0.803 0.098 -0.086 0.08
H 11.153 -17.369 -14.846 0.551 -0.055 0.489 0.10
H 6.943 -16.594 -17.470 0.198 -0.341 -0.492 0.10
H 10.408 -12.125 -15.976 -0.184 0.251 1.752 0.08
H 7.962 -17.485 -10.739 -0.100 -0.572 0.588 0.08
H 7.239 -18.983 -10.230 -0.035 -0.885 -0.035 0.06
H 6.950 -18.713 -18.819 -0.822 -0.200 -0.192 0.09
H 12.068 -16.681 -10.927 -0.854 -1.027 0.936 0.07
H 8.940 -24.947 -16.502 0.452 -0.677 0.482 0.12
H 11.151 -19.098 -18.243 -0.861 0.189 0.073 0.12
H 16.113 -20.188 -11.146 -0.749 0.102 -0.222 0.09
H 15.567 -18.351 -9.815 -1.236 -0.200 0.327 0.11
H 10.802 -17.354 -8.407 2.681 -0.586 1.389 0.03
H 8.560 -18.991 -7.411 -0.237 0.314 0.187 0.09
H 11.137 -16.986 -17.043 0.455 -0.262 0.135 0.10
H 6.805 -16.348 -15.417 -0.258 -0.178 -0.654 0.06
H 5.318 -22.875 -13.379 -0.177 0.059 -0.261 0.07
H 6.920 -23.330 -17.131 0.140 0.119 0.276 0.06
H 13.974 -17.934 -10.488 -0.567 1.394 -0.949 0.04
H 4.432 -16.987 -14.852 0.012 -0.580 -0.219 0.08
H 11.852 -18.941 -9.005 0.018 -0.751 -0.859 0.12
H 11.282 -15.300 -15.125 0.110 0.536 0.006 0.09
H 4.917 -16.442 -13.303 1.565 -0.570 2.278 0.03
H 11.161 -14.162 -12.363 -0.059 -0.075 -0.120 0.11
H 5.296 -12.788 -14.837 -0.157 -0.281 0.114 0.07
H 3.560 -15.795 -13.983 -1.765 0.249 0.309 0.06
H 11.450 -10.600 -17.396 0.215 0.159 0.048 0.10
H 9.542 -16.696 -11.843 0.271 -0.341 0.088 0.09
H 14.946 -21.297 -11.858 -0.098 0.157 0.246 0.08
H 10.043 -16.434 -9.645 -0.300 -1.633 0.905 0.10
H 10.075 -19.688 -7.742 2.083 -0.857 0.833 0.05
```
Positions in Å, forces in eV/Å.

Properties
HOMO-LUMO gap	7.678	eV
2S+1	1
net charge	0
E_LUMO	-0.22	eV



# 2
This record from the Open Molecules 2025 dataset describes a cluster of 2 separate species, C3H10O3 in total in a non-equilibrium geometry. The level of theory is ωB97M-V with the def2-TZVPD basis set.

```
16
Properties=species:S:1:pos:R:3:forces:R:3:nbo_charge:R:1
O -1.121 -0.431 -2.981 0.620 -0.399 -0.578 -0.55
O 1.556 0.960 4.063 -0.791 1.541 1.387 -0.96
O 1.119 -1.186 0.815 -2.674 2.039 0.410 -0.47
C -1.105 0.458 -1.957 -0.930 0.152 2.094 -0.08
C 0.033 -0.885 -0.014 0.005 -4.995 -1.341 -0.04
C 0.098 0.365 -0.920 1.360 3.044 -1.138 -0.42
H 1.186 1.851 4.395 0.967 -2.252 -0.646 0.48
H -2.157 0.374 -1.547 1.180 0.205 0.877 0.22
H -1.217 1.560 -2.229 0.929 -0.544 -0.199 0.30
H -2.046 -0.679 -3.142 0.377 -0.057 -0.364 0.51
H -0.962 -0.937 0.462 0.872 0.489 0.684 0.23
H 1.219 0.501 -1.307 -2.711 -0.466 0.295 0.28
H 0.000 -1.741 -0.829 0.033 1.320 1.021 0.23
H -0.055 1.189 -0.174 0.197 -0.324 -0.714 0.26
H 1.737 -1.827 0.490 0.767 -0.458 -1.002 0.52
H 1.714 0.427 4.875 -0.200 0.705 -0.786 0.48
```
Positions in Å, forces in eV/Å.

Properties
HOMO-LUMO gap (alpha / beta)	10.769 / 4.078	eV
2S+1	2
net charge	+1
E_LUMO (alpha / beta)	-3.14 / -9.83	eV



# 3
This record from the Open Molecules 2025 dataset describes a cluster of 2 separate species, C11H9N4O5S in total in a non-equilibrium geometry. The level of theory is ωB97M-V with the def2-TZVPD basis set.

```
30
Properties=species:S:1:pos:R:3:forces:R:3:nbo_charge:R:1
S 0.403 -1.364 3.145 -1.371 -0.711 2.854 1.47
O 5.410 0.076 -2.009 -2.055 -1.186 -0.025 -0.06
O 4.286 -1.940 -1.840 1.117 2.393 -0.234 -0.40
O 0.694 3.156 -2.839 2.443 -1.708 0.573 -0.47
O 0.385 -2.677 3.866 0.967 -1.192 -1.239 -1.07
O 0.331 -0.390 4.277 0.875 1.730 -0.582 -1.06
N 2.818 2.392 -2.454 -0.759 0.605 -0.309 -0.46
N 4.292 -0.683 -1.978 -3.028 -4.806 0.499 0.41
N 0.965 0.859 -2.379 0.195 -0.207 -0.026 -0.48
N 4.986 1.318 -2.199 -0.562 3.753 -0.402 -0.15
C 1.776 -0.140 -2.170 -0.985 -0.782 0.037 0.17
C 3.141 0.066 -2.119 3.245 -0.109 0.201 -0.09
C -1.381 -1.316 2.762 0.464 0.041 -0.849 -0.24
C 3.638 1.341 -2.257 1.427 0.593 -0.038 0.29
C -2.004 -0.102 2.583 0.037 0.204 -0.028 -0.22
C -2.102 -2.487 2.688 0.112 -0.271 0.062 -0.22
C -0.655 2.799 -2.895 -1.134 -0.177 0.026 -0.26
C 1.536 2.087 -2.537 0.695 1.901 -0.324 0.69
C -4.076 -1.231 2.214 -0.363 -0.002 0.000 -0.24
C -3.451 -2.447 2.416 -0.256 -0.074 -0.026 -0.23
C -3.354 -0.057 2.313 -0.182 0.196 -0.068 -0.23
H -0.804 2.033 -3.659 -0.242 0.055 0.144 0.18
H 1.373 -1.131 -2.049 -0.277 -0.216 0.079 0.23
H -1.598 -3.417 2.900 0.170 -0.109 -0.039 0.24
H -1.429 0.802 2.707 0.124 0.177 -0.011 0.22
H -5.134 -1.196 2.013 -0.229 0.012 -0.069 0.19
H -1.228 3.694 -3.147 0.234 -0.067 0.050 0.19
H -3.843 0.896 2.189 -0.166 0.189 -0.038 0.19
H -0.958 2.423 -1.916 -0.325 -0.061 -0.189 0.20
H -4.015 -3.364 2.374 -0.173 -0.169 -0.029 0.19
```
Positions in Å, forces in eV/Å.

Properties
HOMO-LUMO gap	3.930	eV
2S+1	1
net charge	-1
E_LUMO	0.13	eV



# 4
This record from the Open Molecules 2025 dataset describes a structure of composition C31H48O2P2Rh in a non-equilibrium geometry. The level of theory is ωB97M-V with the def2-TZVPD basis set.

```
84
Properties=species:S:1:pos:R:3:forces:R:3:mulliken_spin:R:1
Rh 1.122 0.679 1.193 -0.449 -0.093 -1.390 1.35
P -0.205 2.378 -6.302 -0.135 -0.611 -3.097 0.32
P -0.408 -0.302 -4.986 -0.493 -1.943 -2.203 0.41
O -3.912 -0.949 2.634 1.311 0.113 0.120 0.00
O -1.681 -1.093 3.137 0.063 0.241 -0.617 0.03
C 1.326 -0.862 4.800 -0.238 -0.528 0.163 0.01
C 3.688 0.333 2.986 0.472 -0.153 0.108 0.03
C 2.290 0.822 3.062 -0.235 0.958 -0.112 0.07
C 1.427 2.462 -7.167 0.442 0.113 0.980 0.03
C 1.267 0.363 3.971 0.197 0.283 -0.218 0.15
C -4.645 -2.656 6.478 0.711 -0.405 -0.126 0.00
C -2.480 -3.728 6.220 -0.181 -0.023 -0.010 0.00
C -0.332 -1.099 -0.802 -0.082 0.059 -0.290 0.08
C -0.517 -0.341 -6.866 0.251 0.496 0.071 0.00
C -0.036 0.251 -1.477 -0.334 0.109 0.564 0.02
C 2.318 -2.070 0.588 0.465 0.101 0.075 0.04
C -2.274 -3.015 5.040 -0.377 0.374 0.185 0.00
C 0.851 -1.630 -4.821 0.427 0.588 0.828 0.06
C -1.032 3.739 -7.240 -0.268 0.626 0.979 0.05
C 2.403 0.232 -0.591 -0.110 0.485 -0.196 0.01
C 2.650 3.089 1.760 -0.113 -0.146 -0.484 -0.07
C 0.164 1.232 3.875 -0.207 -0.134 -0.063 0.09
C 1.814 2.064 2.441 -0.201 -0.065 2.408 0.52
C -0.047 -1.077 0.679 -0.204 -1.395 0.983 0.09
C -0.910 1.027 -7.397 -0.372 -0.136 0.655 0.01
C -2.915 -1.301 3.311 -1.354 -0.143 0.124 0.00
C -3.237 -2.105 4.565 0.206 -0.595 0.699 0.00
C -1.977 -1.226 -4.696 -0.228 0.675 0.908 0.05
C -3.665 -3.556 6.949 -0.090 0.390 -0.404 0.00
C 1.098 -1.587 1.296 -1.287 0.189 -0.375 -0.01
C -4.434 -1.955 5.283 0.215 -0.102 0.128 0.00
C 1.232 0.899 -0.976 0.957 -0.314 -0.694 0.11
C -0.522 3.224 2.349 -0.516 0.002 -0.075 0.04
C -1.031 1.214 4.748 -0.360 -0.246 0.126 0.00
C 2.699 -1.248 -0.667 0.388 -0.498 0.086 0.02
C 0.400 2.176 2.833 1.565 0.077 0.168 0.27
H -1.946 1.423 4.178 0.227 -0.155 0.196 0.01
H -2.111 3.684 -7.061 0.162 0.112 -0.046 0.00
H 2.068 3.526 0.948 0.090 0.270 -0.083 0.01
H -0.568 1.168 -8.430 -0.110 0.176 0.263 0.00
H -1.701 -4.416 6.564 -0.367 0.177 -0.030 0.00
H 2.241 -1.711 -1.553 0.213 0.261 0.140 0.00
H -0.842 3.676 -8.320 0.136 -0.243 0.371 0.02
H 1.805 -1.231 -5.184 -0.087 -0.174 0.096 0.00
H -5.560 -2.514 7.049 0.150 -0.015 -0.158 0.00
H -0.561 4.062 3.052 0.005 0.062 -0.114 0.02
H 2.971 3.898 2.422 -0.091 -0.123 0.077 0.02
H -2.071 -1.467 -3.630 -0.135 -0.034 -0.266 -0.01
H -0.223 3.585 1.361 -0.028 0.111 0.182 0.01
H -1.537 2.817 2.265 0.108 0.118 0.024 0.00
H 1.471 -0.657 5.872 0.018 0.084 -0.296 0.02
H -1.255 -1.100 -7.153 0.250 0.070 0.169 0.01
H 1.307 2.410 -8.259 -0.167 0.031 0.417 0.01
H -3.824 -4.116 7.871 0.008 0.187 -0.224 0.00
H -2.000 1.154 -7.378 0.158 -0.087 -0.046 0.00
H 2.223 -3.129 0.317 -0.044 0.094 0.035 0.00
H -0.940 1.970 5.540 0.084 0.056 -0.180 0.02
H -0.668 4.701 -6.866 -0.161 -0.047 -0.166 0.00
H 1.025 -1.872 2.345 -0.188 0.241 -0.174 0.00
H -2.816 -0.577 -4.986 0.145 -0.233 0.127 0.00
H 3.145 -2.021 1.314 -0.148 -0.055 -0.286 0.00
H -0.928 -0.954 1.323 0.161 -0.076 0.164 0.00
H -1.353 -3.127 4.470 -0.194 0.002 0.142 0.00
H 0.574 -2.509 -5.412 -0.163 0.245 0.056 0.02
H 1.903 3.411 -6.893 0.116 -0.273 -0.124 0.00
H 0.371 -1.409 4.711 0.196 0.200 -0.002 0.01
H -1.131 0.242 5.242 -0.138 0.197 -0.213 0.00
H 0.459 -0.658 -7.255 -0.156 0.137 0.128 0.00
H 1.325 1.966 -1.211 -0.021 -0.222 0.299 -0.01
H -0.855 0.942 -1.221 0.125 -0.179 -0.181 0.03
H -1.409 -1.302 -0.902 0.323 -0.092 -0.070 0.01
H -5.195 -1.269 4.911 0.239 -0.149 0.007 0.00
H 4.100 0.456 1.977 0.001 0.094 0.274 0.00
H 4.315 0.890 3.700 0.008 -0.251 -0.201 0.01
H 2.057 1.633 -6.821 0.053 0.235 -0.164 0.00
H -2.001 -2.143 -5.304 0.248 0.325 0.210 0.02
H -0.060 0.159 -2.572 0.177 0.054 0.005 0.02
H 2.129 -1.534 4.474 -0.089 0.182 0.124 0.00
H 3.534 2.625 1.320 0.059 0.101 0.068 0.00
H 3.793 -1.342 -0.753 -0.391 -0.054 -0.328 0.00
H 3.756 -0.737 3.223 -0.005 0.276 0.059 0.00
H 0.964 -1.905 -3.767 0.055 -0.079 -0.195 -0.01
H 3.310 0.836 -0.446 -0.503 -0.019 -0.101 0.00
H 0.221 -1.916 -1.280 -0.166 0.112 0.016 0.00
```
Positions in Å, forces in eV/Å.

Properties
HOMO-LUMO gap (alpha / beta)	6.203 / 1.757	eV
2S+1	5
net charge	+1
E_LUMO (alpha / beta)	-2.68 / -7.13	eV



Computed values of total energy (unit: a.u.) for the preceding records, in sequence: -5522.3080 -345.5870 -1417.8268 -2153.3200.